88
Properties=species:S:1:pos:R:3 method="wB97M-V/def2-TZVPD" fmax_ha_per_bohr=0.0119 e_lumo_ev=-0.37 total_energy_ev=-86393.671
Na 0.57 0.43 0.50
C 1.45 -3.88 4.86
C 2.25 -2.59 5.02
N 1.52 -1.41 4.62
C 1.41 -0.96 3.34
S 0.68 0.58 3.13
N 1.88 -1.82 2.44
N 1.85 -1.36 1.17
C 2.28 -2.19 0.28
C 2.74 -3.57 0.65
C 2.43 -1.68 -1.10
C 2.48 -2.54 -2.20
C 2.72 -2.03 -3.46
C 2.93 -0.67 -3.61
C 2.83 0.12 -2.48
N 2.55 -0.35 -1.26
H 2.00 -4.73 5.27
H 0.50 -3.80 5.40
H 1.24 -4.06 3.81
H 2.55 -2.46 6.06
H 3.16 -2.66 4.41
H 1.18 -0.77 5.32
H 2.00 -4.06 1.28
H 2.95 -4.19 -0.22
H 3.65 -3.49 1.25
H 2.33 -3.60 -2.06
H 2.77 -2.69 -4.32
H 3.17 -0.23 -4.57
H 2.97 1.19 -2.55
N 2.08 3.99 -6.24
C 1.06 3.11 -6.07
O 0.40 2.68 -6.99
C 0.78 2.69 -4.65
C 1.15 3.42 -3.53
C 0.82 2.93 -2.27
N 0.16 1.79 -2.08
C -0.20 1.10 -3.17
C 0.08 1.51 -4.46
H 2.29 4.28 -7.18
H 2.67 4.29 -5.49
H 1.67 4.37 -3.61
H 1.11 3.47 -1.38
H -0.74 0.18 -2.98
H -0.23 0.93 -5.31
C -2.12 3.90 4.67
C -1.96 4.24 3.34
C -2.07 3.27 2.35
C -2.34 1.94 2.68
C -2.49 1.61 4.02
C -2.39 2.58 5.00
P -2.26 0.69 1.30
C -3.65 1.30 0.25
C -4.94 0.79 0.20
C -5.89 1.32 -0.67
C -5.56 2.36 -1.52
C -4.27 2.86 -1.52
C -3.32 2.32 -0.66
C -2.91 -0.82 2.09
C -2.14 -1.98 1.97
C -2.54 -3.17 2.54
C -3.74 -3.22 3.24
C -4.51 -2.08 3.38
C -4.10 -0.88 2.81
H -2.01 4.65 5.44
H -1.74 5.26 3.06
H -1.93 3.55 1.32
H -2.65 0.58 4.31
H -2.51 2.30 6.04
H -5.22 -0.06 0.82
H -6.89 0.90 -0.68
H -6.31 2.78 -2.19
H -3.99 3.66 -2.19
H -2.30 2.68 -0.70
H -1.20 -1.93 1.42
H -1.93 -4.06 2.44
H -4.06 -4.15 3.70
H -5.45 -2.12 3.93
H -4.70 0.01 2.94
C -3.54 -0.59 -3.02
S -2.79 -1.24 -1.51
C -1.71 -2.48 -2.29
O -3.86 -2.04 -0.85
H -4.36 -1.27 -3.25
H -2.82 -0.53 -3.83
H -3.93 0.40 -2.79
H -2.16 -2.86 -3.20
H -1.63 -3.27 -1.55
H -0.72 -2.06 -2.48